Entry 1:
Below is 2 unconnected molecules or ions with the total composition C4H8N2, with properties calculated with ωB97M-V/def2-TZVPD.

Values from the calculation:
E_tot ... -7253.0339 eV
HOMO ... -0.2806 hartree
LUMO ... 0.014 hartree
Energy above the lowest of the compared OMol25 structures with the same formula, charge and spin ... 111.6 kcal/mol

```
14
C4H8N2 ωB97M-V/def2-TZVPD
C -1.74254 0.31096 -0.15268
C -0.51176 -0.55848 -0.07325
C 0.81114 0.06905 -0.09340
N 1.91673 -0.73292 -0.50222
C 0.94362 1.40259 0.35934
N 1.05270 2.49654 0.75076
H -1.78864 0.69599 -1.17685
H -1.66116 1.16727 0.52112
H -2.65355 -0.24980 0.06977
H -0.83574 -1.23392 1.18917
H -0.52241 -1.49429 -0.62879
H 0.04103 -0.72058 1.02855
H 2.24906 -0.48228 -1.42876
H 2.70152 -0.67012 0.13725
```

---

Entry 2:
Below is C4H8N2 in the gas phase, with properties calculated with ωB97M-V/def2-TZVPD.

Values from the calculation:
E_tot ... -7255.0909 eV
HOMO ... -0.2697 hartree
LUMO ... 0.028 hartree
Energy above the lowest of the compared OMol25 structures with the same formula, charge and spin ... 64.2 kcal/mol
SMILES ... CC(=C=N)CN

```
14
C4H8N2 ωB97M-V/def2-TZVPD
C -0.65686 -1.31062 0.62858
C 0.21492 -0.10640 0.42140
N -0.91739 0.36326 -1.75930
C -0.04716 0.84674 -0.71001
C 1.30588 0.09938 1.11870
N 2.18649 0.19623 1.89804
H -1.79106 -0.00431 -1.38924
H -1.14780 1.11872 -2.40229
H 2.93344 0.81780 1.57273
H -0.42563 1.79872 -0.32283
H 0.99545 1.04946 -1.10714
H -1.69859 -1.00577 0.77287
H -0.60934 -1.98493 -0.23246
H -0.34236 -1.87827 1.51093
```

---

Entry 3:
Below is 2 unconnected molecules or ions with the total composition C4H8N2, with properties calculated with ωB97M-V/def2-TZVPD.

Values from the calculation:
E_tot ... -7256.2199 eV
HOMO ... -0.3350 hartree
LUMO ... 0.029 hartree
Energy above the lowest of the compared OMol25 structures with the same formula, charge and spin ... 38.2 kcal/mol
SMILES ... C/C=C(/N)C#N.[H][H]

```
14
C4H8N2 ωB97M-V/def2-TZVPD
C -1.68709 0.38547 -0.33380
C -0.40198 -0.34572 -0.55248
C 0.82103 0.11442 -0.25833
N 2.00171 -0.61252 -0.53661
C 0.98114 1.40557 0.37361
N 1.13458 2.43705 0.87789
H -2.10929 0.71455 -1.29030
H -1.55162 1.26538 0.30198
H -2.42745 -0.26799 0.14033
H -0.88152 -1.59625 2.17160
H -0.45054 -1.33885 -0.99576
H -0.41623 -1.21698 1.73363
H 2.16158 -0.72539 -1.52861
H 2.82566 -0.21874 -0.10316
```

---

Entry 4:
Below is a molecular structure, C4H8N2, with properties calculated with ωB97M-V/def2-TZVPD.

Values from the calculation:
E_tot ... -7254.8083 eV
HOMO ... -0.3552 hartree
LUMO ... 0.034 hartree
Energy above the lowest of the compared OMol25 structures with the same formula, charge and spin ... 70.7 kcal/mol

```
14
C4H8N2 ωB97M-V/def2-TZVPD
C 1.91729 0.08765 -0.25690
C 0.56038 0.61202 0.02931
N -0.30015 -0.29300 -0.66681
C -1.71594 -0.23959 -0.26889
C -1.95300 -0.15826 1.19584
N -2.06987 -0.07965 2.34471
H 2.68044 0.57092 0.38499
H 2.14973 0.20662 -1.32086
H 1.65348 -1.24230 -0.23015
H 0.32005 0.77708 1.09539
H 0.82091 1.57943 -0.44903
H 0.40828 -1.28781 -0.49467
H -2.20079 -1.14071 -0.64251
H -2.27081 0.60762 -0.72043
```

---

Entry 5:
Below is C4H8N2 in the gas phase, with properties calculated with ωB97M-V/def2-TZVPD.

Values from the calculation:
E_tot ... -7253.4885 eV
HOMO ... -0.3249 hartree
LUMO ... 0.041 hartree
Energy above the lowest of the compared OMol25 structures with the same formula, charge and spin ... 101.2 kcal/mol
SMILES ... C/C=N/N1CC1

```
14
C4H8N2 ωB97M-V/def2-TZVPD
C 1.48776 0.04541 -1.99819
C 0.11637 -0.33570 -1.33675
C -1.15793 0.79951 1.73043
C -0.70947 -0.58730 1.72044
H 1.24477 0.12475 -3.20566
H 1.95225 1.11990 -1.50860
H 2.35371 -0.79994 -1.79236
H -0.51957 -1.37368 -1.53964
H -2.09609 0.99882 2.17973
H -0.48459 1.63439 1.85487
H -1.27177 -1.50006 2.12278
H 0.36079 -0.76623 1.63301
N -0.08588 0.55682 -0.37002
N -1.19035 0.08330 0.50995
```

---

Entry 6:
Below is C4H8N2 in the gas phase, with properties calculated with ωB97M-V/def2-TZVPD.

Values from the calculation:
E_tot ... -7256.7725 eV
HOMO ... -0.3160 hartree
LUMO ... 0.040 hartree
Energy above the lowest of the compared OMol25 structures with the same formula, charge and spin ... 25.4 kcal/mol
SMILES ... C[C@@H]1C=NNC1

```
14
C4H8N2 ωB97M-V/def2-TZVPD
C -1.85932 -0.02896 -0.53402
C -0.74561 0.02638 0.57532
C 0.27180 -1.13753 0.41658
C 0.21924 1.16363 0.34632
H -2.57912 0.77902 -0.45910
H -1.35846 0.05713 -1.50070
H -2.42796 -0.96974 -0.44238
H -1.24454 0.07084 1.56594
H -0.12724 -2.08016 0.03296
H 0.75366 -1.33223 1.41737
H 2.16971 -0.90656 -0.54584
H -0.03115 2.22242 0.51123
N 1.23217 -0.53380 -0.51773
N 1.27190 0.82211 -0.25438
```

---

Entry 7:
Below is C4H8N2 in the gas phase, with properties calculated with ωB97M-V/def2-TZVPD.

Values from the calculation:
E_tot ... -7257.1042 eV
HOMO ... -0.3416 hartree
LUMO ... 0.032 hartree
Energy above the lowest of the compared OMol25 structures with the same formula, charge and spin ... 17.8 kcal/mol
SMILES ... CN(C)CC#N

```
14
C4H8N2 ωB97M-V/def2-TZVPD
C -0.45054 1.35547 0.16693
N -0.46573 0.03340 -0.43602
C -1.12557 -0.94291 0.41391
C 0.83850 -0.35739 -0.92088
C 1.91654 -0.31490 0.10497
N 2.72022 -0.25402 0.93522
H -1.45801 1.59819 0.51580
H -0.15585 2.10216 -0.57827
H 0.23792 1.42981 1.02749
H -0.66243 -1.06044 1.40936
H -1.14867 -1.91938 -0.08066
H -2.16233 -0.61985 0.55859
H 1.12828 0.31182 -1.74029
H 0.80830 -1.37253 -1.33082
```

---

Entry 8:
Below is C4H8N2 in the gas phase, with properties calculated with ωB97M-V/def2-TZVPD.

Values from the calculation:
E_tot ... -7255.1399 eV
HOMO ... -0.3255 hartree
LUMO ... 0.035 hartree
Energy above the lowest of the compared OMol25 structures with the same formula, charge and spin ... 63.1 kcal/mol
SMILES ... CCNC1=NC1

```
14
C4H8N2 ωB97M-V/def2-TZVPD
C -1.39810 -1.00634 0.92458
C 0.10908 -0.94391 0.68520
N 0.68299 0.39134 0.63202
C 0.71567 1.44181 -1.71790
C 1.20562 0.82590 -0.54666
N 2.23800 0.83910 -1.24169
H -1.98085 -0.64800 0.06853
H -1.68297 -0.41438 1.80173
H -1.68916 -2.04458 1.12331
H 0.63823 -1.44672 1.49222
H 0.35685 -1.46902 -0.24659
H 0.20922 1.12613 1.12530
H 0.49729 2.51050 -1.71131
H 0.09813 0.83815 -2.38875
```